(1)
C18H20FN3O as an isolated structure in a non-equilibrium geometry, computed with ωB97M-V/def2-TZVPD.

Each line ends with the Mulliken charge.
Positions of all 43 atoms, in Å:
N  -2.380  -1.033  2.034  -0.55
H  -2.396  -1.585  -2.304  0.66
H  -1.989  -2.275  -0.167  0.61
H  4.937  1.142  -2.494  -0.06
C  0.541  -0.405  0.374  0.30
H  1.392  0.450  2.133  0.29
H  -2.913  -0.536  2.740  0.34
H  6.793  2.192  -1.253  0.35
H  1.716  -1.634  1.289  0.32
C  -2.980  -0.292  -1.247  0.67
C  3.518  0.189  -1.206  -1.78
C  -4.306  -0.697  -0.830  -1.09
H  0.715  0.186  -0.589  0.13
N  -0.637  -0.980  0.267  0.43
H  0.652  1.572  0.944  0.31
H  -1.183  -0.143  -2.469  0.19
C  5.146  0.601  0.940  -0.77
C  -2.023  -0.854  -1.839  -0.64
C  5.515  0.953  -0.188  1.07
C  4.566  0.717  -1.232  -0.12
C  -5.064  1.366  0.252  -0.70
C  3.938  -0.258  1.020  -0.05
H  1.716  -1.919  -0.546  0.36
H  -5.791  1.995  0.522  0.55
C  0.657  0.669  1.383  -0.13
H  -3.252  -1.189  1.481  0.18
C  1.922  -1.207  0.232  -1.00
C  -5.218  -0.059  -0.236  -0.55
N  -0.475  0.534  2.088  -0.75
C  -2.715  1.276  -0.684  -0.52
H  -6.261  -0.277  -0.007  0.33
H  5.771  0.550  1.802  0.38
C  -3.743  1.903  -0.231  0.47
C  -1.104  -0.491  1.492  0.10
H  -0.391  -2.439  -1.126  0.33
C  3.134  -0.659  0.068  0.27
C  -1.264  -1.765  -0.738  -1.02
F  -3.588  3.279  0.437  -0.38
H  -4.380  -1.545  -1.298  0.61
O  6.605  1.633  -0.373  -0.61
H  2.845  -0.137  -1.763  0.89
H  3.748  -0.582  2.142  0.18
H  -1.774  1.752  -0.818  0.38

## Properties
charge: 0
electronic energy: -28210.2379 eV
HOMO-LUMO gap: 7.236 eV



(2)
C18H20IN7NaSSbSe4 as an isolated structure, computed with ωB97M-V/def2-TZVPD.

Each line ends with the Mulliken charge.
Positions of all 53 atoms, in Å:
C  -0.821  -3.625  2.822  -1.98
H  -0.165  1.632  -5.536  0.27
H  -0.506  -3.732  3.857  0.47
Se  -3.483  0.402  4.347  -0.80
C  -0.900  -3.363  -1.169  0.19
H  3.350  0.266  3.030  0.29
H  -2.002  4.503  -2.930  0.30
H  2.173  -1.500  -1.052  0.06
H  3.515  3.136  -0.288  0.39
H  5.052  1.314  0.455  0.41
H  -0.751  -4.600  2.334  0.54
C  0.045  -2.627  2.104  0.85
N  -2.181  -3.610  -1.539  -0.43
H  -0.997  -1.503  4.283  0.32
Se  -0.958  1.903  1.441  -0.81
H  -0.803  3.869  -6.292  0.22
C  -0.021  -1.109  4.034  -0.87
C  2.059  1.749  -1.043  -0.03
C  4.107  1.084  -0.020  -0.13
H  1.361  2.511  -1.373  0.27
C  -1.640  3.504  -3.142  -0.64
H  -1.538  -3.711  0.689  0.32
C  3.255  2.096  -0.437  -0.77
C  -0.772  0.976  -3.580  -0.51
Sb  -3.238  0.864  1.951  0.79
H  -0.107  0.394  5.551  0.40
N  -0.696  -3.469  0.174  -0.25
I  4.887  -1.806  0.463  0.06
N  0.141  -2.607  0.831  -0.08
C  3.698  -0.221  -0.214  -0.40
C  -1.740  2.500  -2.192  -0.52
C  2.496  -0.486  -0.853  0.05
N  -0.899  4.196  -5.347  -0.56
C  0.690  -1.579  2.932  0.71
C  2.374  -0.105  3.326  -0.02
Se  -4.965  2.252  0.924  -0.80
H  -0.432  -0.046  -3.718  0.30
H  -2.894  -3.267  -0.896  0.13
H  -1.867  -3.297  2.804  0.33
S  0.303  -3.118  -2.288  -0.42
H  -2.182  2.700  -1.220  0.27
C  -0.621  1.907  -4.592  -0.58
H  -1.499  4.997  -5.250  0.23
C  1.717  0.466  4.404  -0.66
C  -1.068  3.212  -4.378  1.12
Na  -0.862  -0.141  -0.235  0.58
C  0.485  -0.048  4.761  -0.40
H  -2.370  -3.427  -2.509  0.26
N  -1.318  1.254  -2.400  0.03
H  2.148  1.317  4.913  0.34
N  1.884  -1.093  2.591  -0.11
N  1.699  0.490  -1.280  0.03
Se  -3.146  -1.404  0.755  -0.74

## Properties
charge: -2
electronic energy: -320701.5426 eV
HOMO-LUMO gap: 4.354 eV



(3)
C18H20N2O2 in the gas phase in a non-equilibrium geometry, computed with ωB97M-V/def2-TZVPD.

Each line ends with the Mulliken charge.
Positions of all 42 atoms, in Å:
H  1.210  5.236  1.345  0.37
C  -2.180  0.583  -0.259  0.70
C  1.363  -2.275  -1.703  -0.27
H  3.140  1.979  0.736  0.10
H  2.488  4.106  1.801  0.27
H  2.668  5.401  0.800  0.52
H  -2.177  -4.096  -0.884  0.29
C  2.095  1.486  0.922  -0.48
C  1.991  4.645  0.915  -1.20
H  2.781  3.305  -0.430  0.25
C  0.532  -3.048  -1.037  -0.68
H  -1.121  -4.144  0.640  0.46
C  -2.892  -2.646  0.302  -1.05
O  0.808  2.699  -0.309  -0.59
H  1.545  4.447  -1.221  0.42
C  1.748  3.717  -0.434  -0.44
H  -0.198  0.627  -2.086  0.51
H  3.445  -0.216  2.249  0.15
C  -3.131  -1.569  -0.431  -0.71
C  0.026  -0.417  -1.830  -0.60
N  -2.308  -0.563  -0.755  0.36
C  -0.861  -1.285  -0.990  0.62
C  1.244  -0.948  -1.922  -0.61
C  0.979  1.746  0.489  1.71
H  -4.084  -1.034  -0.114  0.37
C  1.153  -0.436  2.237  -0.90
C  -0.045  1.010  0.649  -0.18
H  1.255  -1.382  2.666  0.45
C  0.040  -0.146  1.404  -0.02
C  2.295  0.307  1.883  -0.56
H  -3.341  -2.072  -1.547  0.27
O  -3.341  1.198  -0.432  -0.89
H  -2.547  -2.306  1.114  0.47
C  -0.627  -2.696  -0.842  0.31
H  2.419  -2.775  -1.955  0.16
H  2.059  -0.459  -2.637  0.23
H  0.769  -4.068  -0.785  0.42
H  -0.974  -0.670  1.704  0.14
C  -1.650  -3.483  -0.009  -0.87
H  -3.791  -3.458  0.475  0.30
H  -1.419  2.329  0.122  0.18
N  -1.366  1.372  0.155  0.02

## Properties
charge: 0
SMILES: CCOc1ccccc1NC(=O)N1CCCc2ccccc21
electronic energy: -26052.7928 eV
HOMO-LUMO gap: 8.457 eV



(4)
C18H20N2O7 in the gas phase in a non-equilibrium geometry, computed with ωB97M-V/def2-TZVPD.

Each line ends with the Mulliken charge.
Positions of all 47 atoms, in Å:
H  -4.909  -4.122  0.356  0.53
C  -5.358  -3.179  0.124  -0.52
H  1.190  4.281  -0.693  0.38
H  1.528  2.265  0.377  0.66
O  -2.466  -2.546  0.492  -0.70
C  -6.791  -1.569  -0.381  -0.45
H  0.217  5.580  0.042  0.24
H  1.034  4.389  1.084  0.36
N  -2.988  -0.358  0.035  -0.11
O  -5.584  -0.996  -0.281  -0.33
C  0.615  0.356  0.370  -0.63
C  0.588  1.745  0.296  -0.57
C  -4.701  -1.979  0.029  0.24
N  5.305  -1.460  -0.232  0.06
O  -0.680  3.799  0.071  -0.41
C  5.776  -1.303  1.126  -1.02
O  -3.057  2.221  -0.144  -0.52
H  5.770  -2.255  1.662  0.32
C  -3.270  -1.681  0.212  0.43
H  7.127  -1.539  -1.250  0.35
C  -6.717  -2.908  -0.143  -0.44
C  -0.605  2.432  0.127  1.13
C  -1.800  1.702  0.022  1.07
H  -0.550  -1.450  0.358  0.86
C  -1.762  0.295  0.125  -0.52
H  5.696  -1.142  -2.232  0.34
H  -2.977  4.295  -0.009  0.23
C  3.113  -2.297  0.550  -0.54
C  -0.561  -0.376  0.292  -0.96
H  -3.766  0.263  -0.155  0.45
H  -7.525  -3.610  -0.157  0.45
C  6.188  -0.984  -1.275  -1.09
H  2.885  -3.352  0.384  0.25
C  4.047  -1.811  -0.571  0.70
C  1.929  -0.296  0.537  0.57
H  3.525  -2.146  1.548  0.38
C  0.517  4.537  0.131  -0.96
O  1.865  -1.627  0.449  -0.24
H  -2.655  3.620  -1.625  0.36
H  -4.302  3.559  -0.946  0.30
O  3.645  -1.797  -1.718  -0.69
C  -3.239  3.502  -0.710  -0.81
H  -7.617  -0.930  -0.624  0.45
H  6.801  -0.940  1.093  0.41
H  5.167  -0.572  1.663  0.30
O  2.965  0.299  0.745  -0.66
H  6.391  0.082  -1.149  0.36

## Properties
charge: 0
SMILES: COc1cc(C(=O)OCC(=O)N(C)C)cc(NC(=O)c2ccco2)c1OC
electronic energy: -36302.6978 eV
HOMO-LUMO gap: 8.826 eV



(5)
C18H20N3O2STi as an isolated structure, computed with ωB97M-V/def2-TZVPD.

Each line ends with the Mulliken charge.
Positions of all 45 atoms, in Å:
C  -4.082  2.705  -1.656  -1.27
H  3.528  -3.760  -1.303  0.46
C  0.049  1.920  4.849  -0.58
C  -0.556  1.163  3.858  -0.98
N  0.872  -2.100  -0.272  0.22
H  0.077  -2.559  2.552  0.22
N  -2.134  1.264  -1.166  0.01
H  -3.692  3.687  -1.382  0.31
H  -1.069  -3.272  1.415  0.31
H  2.295  -0.309  -2.067  0.32
C  -2.973  1.796  -2.053  0.64
H  -2.145  1.345  -0.159  0.01
N  -1.190  0.463  -1.755  0.14
C  1.898  2.345  3.392  -0.77
C  -1.472  0.517  -3.078  0.55
H  2.305  -4.813  0.888  0.45
H  2.861  2.792  3.186  0.49
Ti  0.249  -0.323  -0.403  1.16
C  2.090  1.511  1.117  0.67
H  -0.711  -1.280  -3.960  0.36
C  -0.688  -0.202  -4.120  -1.52
H  3.015  -1.650  -2.904  0.41
H  -4.770  2.833  -2.487  0.35
C  1.960  -2.275  -1.169  0.45
S  -0.880  -0.039  1.502  -0.31
C  1.280  2.513  4.617  -0.58
C  2.129  -1.361  -2.341  -1.21
O  3.184  1.939  0.957  -0.52
O  1.436  0.880  0.081  -0.34
H  0.117  -4.290  2.231  0.38
H  1.282  -1.436  -3.021  0.16
H  -3.025  1.558  -4.246  0.41
C  2.010  -3.922  0.355  -0.44
H  -1.121  0.002  -5.096  0.38
C  -2.574  1.331  -3.296  -0.92
H  1.759  3.101  5.387  0.42
C  1.303  1.592  2.381  0.33
H  -4.635  2.308  -0.805  0.36
C  -0.038  -3.315  1.773  -1.29
H  -1.511  0.689  4.042  0.44
H  0.348  0.132  -4.141  0.37
C  0.061  0.998  2.622  1.07
H  -0.445  2.039  5.804  0.40
C  2.661  -3.367  -0.797  -0.84
C  0.944  -3.147  0.667  0.35

## Properties
charge: +1
electronic energy: -61503.0136 eV
HOMO-LUMO gap: 6.438 eV



(6)
C18H20N4O3S in the gas phase in a non-equilibrium geometry, computed with ωB97M-V/def2-TZVPD.

Each line ends with the Mulliken charge.
Positions of all 46 atoms, in Å:
C  -5.061  -1.113  1.813  -1.14
H  1.153  -3.067  -1.395  0.39
O  -6.218  0.620  0.552  -0.18
H  4.708  5.304  0.513  0.34
C  -0.478  -1.891  -0.691  -0.11
S  3.837  1.400  -1.158  -0.25
N  3.957  -1.310  -1.052  -0.04
O  -2.190  -0.498  0.355  -0.30
H  -3.240  -1.781  -0.883  0.42
H  4.332  -1.204  -1.988  0.24
H  3.524  -2.366  1.412  0.44
C  -0.170  -0.877  1.463  -0.67
H  3.229  3.697  1.729  0.24
C  3.559  2.081  0.448  0.36
C  1.584  -2.226  0.524  0.07
N  -6.115  1.355  -0.583  -0.73
H  1.694  -1.243  2.423  0.35
H  -3.601  2.070  -2.355  0.32
O  3.992  -3.499  -1.474  -0.63
H  5.600  3.840  0.938  0.32
H  -4.033  -1.141  2.163  0.26
C  4.791  4.236  0.329  -1.12
C  -0.967  -1.097  0.339  0.81
C  1.087  -1.433  1.552  -0.48
H  -4.533  0.864  -3.250  0.33
H  2.898  -3.910  0.772  0.34
C  3.686  -2.624  -0.702  0.30
H  -1.063  -2.084  -1.576  0.43
C  -4.586  1.619  -2.466  -1.23
N  3.593  -0.064  0.931  0.16
N  3.464  1.185  1.355  -0.80
H  2.670  3.955  0.064  0.27
H  -5.302  2.383  -2.752  0.36
C  3.788  -0.165  -0.337  0.35
C  -4.350  -0.014  -0.439  0.63
C  3.474  3.541  0.678  -0.27
C  -3.063  -0.703  -0.741  -0.62
C  -5.012  1.002  -1.186  0.34
H  -2.628  -0.292  -1.661  0.58
H  -5.357  -2.123  1.529  0.28
H  5.037  4.082  -0.719  0.35
C  0.787  -2.447  -0.589  -0.74
H  -0.560  -0.256  2.255  0.41
H  -5.717  -0.767  2.607  0.35
C  2.965  -2.833  0.602  -0.82
C  -5.165  -0.203  0.648  0.07

## Properties
charge: 0
SMILES: CCc1nnc(NC(=O)Cc2ccc(OCc3c(C)noc3C)cc2)s1
electronic energy: -41927.5094 eV
HOMO-LUMO gap: 8.901 eV



(7)
C18H20N4O6S2 in the gas phase in a non-equilibrium geometry, computed with ωB97M-V/def2-TZVPD.

Each line ends with the Mulliken charge.
Positions of all 50 atoms, in Å:
H  -1.546  2.875  0.143  0.39
H  -5.989  -3.872  2.427  0.41
C  -0.394  -0.270  -0.892  0.88
N  -1.057  -1.864  0.544  -0.23
O  2.260  -0.343  -3.281  -0.58
H  -1.791  -3.714  -0.082  0.57
N  1.381  4.621  -0.777  0.00
C  0.504  1.498  -2.248  -0.30
C  -1.127  0.721  -0.160  -0.23
H  1.689  -4.994  -2.209  0.35
H  -5.094  -2.151  4.257  0.43
O  -1.180  4.956  -1.304  -0.71
C  -5.000  -3.465  2.475  -0.43
H  3.009  4.178  1.959  0.30
O  0.910  -1.969  -2.848  -0.52
C  0.426  0.108  -1.980  -0.49
H  2.696  5.830  1.335  0.29
H  1.313  -3.199  0.713  0.30
S  -2.786  -2.238  3.237  -0.09
H  2.785  3.253  -1.716  0.14
H  1.091  1.852  -3.091  0.53
H  0.556  5.079  1.099  0.26
C  3.638  4.503  -0.129  -0.56
C  -0.167  2.438  -1.472  -0.33
H  1.571  -4.785  1.380  0.49
C  -1.530  -3.232  0.840  -0.14
C  0.857  -4.181  0.832  -0.84
H  4.312  3.643  0.035  0.32
C  1.293  4.395  0.655  -0.43
C  -4.526  -2.586  3.444  -0.56
C  -0.472  -4.046  1.597  -0.71
O  -0.152  -5.493  -0.952  -0.62
H  -4.082  -4.361  0.583  0.42
C  -2.759  -3.114  1.716  0.03
N  -0.575  -1.594  -0.595  -0.12
S  0.028  4.243  -1.793  1.27
H  -0.257  -3.547  2.530  0.50
C  0.747  -4.750  -0.595  0.66
N  1.226  -0.800  -2.766  0.89
C  -3.952  -3.765  1.480  -0.48
H  1.073  3.364  0.951  0.30
H  4.286  5.335  -0.341  0.24
C  2.686  4.781  1.087  -0.58
O  1.794  -4.471  -1.386  -0.43
C  2.693  4.275  -1.314  -0.39
H  2.926  4.929  -2.172  0.35
H  -1.804  0.425  0.607  0.52
O  0.383  4.474  -3.171  -0.68
H  -0.873  -5.046  1.809  0.30
C  -1.021  2.074  -0.464  -0.67

## Properties
charge: 0
SMILES: O=C(O)CC[C@H](/N=N/c1ccc(S(=O)(=O)N2CCCC2)cc1[N+](=O)[O-])c1cccs1
electronic energy: -58901.0809 eV
HOMO-LUMO gap: 7.663 eV



(8)
C18H20O6 in the gas phase in a non-equilibrium geometry, computed with ωB97M-V/def2-TZVPD.

Each line ends with the Mulliken charge.
Positions of all 44 atoms, in Å:
H  2.905  3.623  0.405  0.55
H  -6.512  -1.325  -0.027  0.33
C  -0.927  1.143  -0.609  0.31
H  0.595  3.643  -1.017  0.56
C  -5.608  -0.737  -0.184  -0.46
H  -5.528  -0.476  -1.249  0.26
C  -5.520  0.515  0.685  -0.54
O  -1.643  1.731  -1.387  -0.65
O  -1.165  -0.083  -0.126  -0.16
C  2.171  1.665  1.045  0.85
C  2.918  -1.754  -1.324  -0.54
H  -5.917  0.304  1.678  0.25
H  -6.055  1.360  0.258  0.34
O  3.918  0.325  -0.549  -0.31
H  1.899  -2.512  2.289  0.45
C  -2.352  -0.742  -0.542  -0.85
C  2.841  -1.128  0.997  0.37
H  4.845  0.031  -2.384  0.36
C  0.957  2.876  -0.365  -0.38
C  1.894  -3.225  0.263  -0.65
C  -3.430  -0.681  0.555  0.24
H  -2.723  -0.285  -1.465  0.41
H  4.624  1.701  -1.809  0.25
O  3.072  -0.334  2.092  -0.49
O  1.072  0.959  0.772  -0.13
C  2.153  2.862  0.373  -1.18
C  -4.008  0.737  0.745  -0.59
O  -4.509  -1.535  0.213  -0.47
H  -3.688  1.180  1.685  0.36
H  3.199  -1.548  -2.345  0.41
C  4.160  0.718  -1.877  -1.04
C  2.183  -2.321  1.267  -0.60
C  3.202  1.061  1.947  -0.67
H  -2.084  -1.785  -0.723  0.31
C  2.254  -2.934  -1.038  -0.75
C  3.234  -0.846  -0.323  1.17
H  3.230  0.798  -2.449  0.41
H  2.025  -3.621  -1.838  0.40
H  -2.989  -1.070  1.482  0.33
H  3.086  1.450  2.967  0.38
H  4.199  1.337  1.581  0.30
H  -3.687  1.384  -0.071  0.24
H  1.380  -4.144  0.498  0.40
C  0.327  1.683  -0.094  0.21

## Properties
charge: 0
SMILES: COc1ccccc1OCc1ccc(C(=O)OC[C@H]2CCCO2)o1
electronic energy: -31273.9240 eV
HOMO-LUMO gap: 8.932 eV



Question: Among the records above, which one has the highest electronic energy?
Answer: C18H20N2O2



Question: Which formula does entry 3 have?
Answer: C18H20N2O2



Question: What is the formula in the third record?
Answer: C18H20N2O2



Question: Which value of HOMO-LUMO gap does entry 6 give?
Answer: 8.901 eV